1.
{"formula": "C4H4LiMnO5", "method": "ωB97M-V with the def2-TZVPD basis set", "elements": ["O", "C", "O", "O", "C", "C", "H", "H", "H", "H", "O", "O", "C", "Li", "Mn"], "positions_angstrom": [[1.855, 1.390, 0.082], [1.850, 0.255, 0.698], [2.592, 0.034, 1.650], [0.865, -0.554, 0.305], [-0.433, -0.620, 0.948], [-1.503, -0.163, -0.023], [-0.428, 0.021, 1.838], [-0.547, -1.676, 1.223], [-1.877, 0.852, 0.181], [-2.428, -0.601, 0.381], [-2.003, -1.181, -1.641], [-0.611, 0.203, -2.644], [-1.386, -0.756, -2.667], [3.581, 1.623, 0.999], [0.472, 1.172, -1.329]], "nbo_charge": [-0.944, 0.966, -0.674, -0.588, -0.121, -0.562, 0.211, 0.231, 0.210, 0.262, -0.461, -0.857, 0.737, 0.973, 1.616], "spin_multiplicity": 6, "de_lowest_kcal_mol": 87.5, "homo_lumo_gap_ev": [7.300, 6.230], "total_charge": 1}


2.
{"formula": "C4H12SSi", "method": "ωB97M-V with the def2-TZVPD basis set", "elements": ["C", "C", "C", "C", "Si", "S", "H", "H", "H", "H", "H", "H", "H", "H", "H", "H", "H", "H"], "positions_angstrom": [[-2.040, 0.531, -1.360], [-1.043, -1.567, -0.328], [-1.120, 0.405, 1.030], [-0.911, -0.057, -0.433], [4.168, 0.626, 0.965], [0.747, 0.480, -0.883], [-2.891, -0.071, -1.781], [-2.453, 1.458, -0.983], [-1.376, 0.779, -2.209], [-0.673, -2.178, -1.125], [-2.073, -1.728, -0.130], [-0.533, -1.973, 0.529], [-2.067, 0.161, 1.426], [-0.279, 0.008, 1.570], [-0.946, 1.535, 1.123], [4.520, 1.477, 2.131], [4.231, 0.952, -0.527], [4.739, -0.837, 0.985]], "nbo_charge": [-0.634, -0.613, -0.609, -0.213, 0.485, 0.103, 0.225, 0.216, 0.219, 0.217, 0.204, 0.208, 0.219, 0.212, 0.210, -0.147, -0.142, -0.160], "de_lowest_kcal_mol": 125.3, "homo_lumo_gap_ev": [8.352, 5.776], "total_charge": 0}


3.
{"formula": "C4H25N2O8", "method": "ωB97M-V with the def2-TZVPD basis set", "elements": ["C", "N", "C", "O", "C", "N", "C", "H", "H", "H", "H", "H", "H", "H", "H", "H", "H", "H", "H", "H", "O", "H", "H", "O", "H", "H", "O", "H", "H", "O", "H", "H", "O", "H", "H", "O", "H", "H", "O"], "positions_angstrom": [[0.053, 0.407, -0.200], [0.299, 0.941, -1.597], [-0.999, 1.552, -2.100], [-1.503, 2.477, -1.229], [-0.056, -1.126, -0.356], [0.715, -1.926, 0.562], [0.362, -3.341, 0.606], [0.754, 0.789, 0.551], [-0.845, 0.948, 0.147], [0.862, 1.790, -1.435], [-0.672, 2.202, -2.968], [-1.683, 0.642, -2.203], [-1.123, -1.337, -0.281], [0.312, -1.210, -1.390], [1.718, -1.714, 0.475], [0.608, -3.735, 1.567], [-0.775, -3.324, 0.532], [0.629, -3.912, -0.303], [-3.359, 0.872, 1.046], [-2.055, 0.427, 1.639], [-2.923, 0.689, 1.928], [-0.875, 3.221, 0.157], [0.222, 4.024, -0.245], [-0.115, 3.706, 0.606], [2.835, 1.322, 2.731], [1.796, 0.295, 2.691], [2.579, 0.583, 2.180], [-2.698, 1.785, -0.830], [-4.159, 1.070, -1.131], [-3.423, 1.049, -0.558], [3.417, 0.103, -0.771], [3.278, -0.238, 0.736], [3.822, -0.418, -0.061], [0.098, -1.064, 2.302], [-0.707, -0.181, 3.301], [0.186, -0.431, 3.067], [1.858, -2.660, -3.080], [0.635, -1.730, -3.242], [0.932, -2.544, -2.844]], "nbo_charge": [-0.302, -0.693, 0.088, -0.946, -0.262, -0.681, -0.412, 0.225, 0.208, 0.340, 0.136, 0.137, 0.190, 0.209, 0.381, 0.193, 0.188, 0.182, 0.507, 0.450, -1.006, 0.512, 0.448, -0.998, 0.473, 0.512, -0.983, 0.511, 0.458, -1.051, 0.469, 0.502, -0.987, 0.507, 0.488, -1.003, 0.469, 0.483, -0.944], "de_lowest_kcal_mol": 45.9, "homo_lumo_gap_ev": 8.027, "total_charge": -1}


4.
{"formula": "C38H31IrN4O3S2Sb", "method": "ωB97M-V with the def2-TZVPD basis set", "elements": ["Ir", "O", "C", "C", "C", "C", "C", "C", "C", "O", "N", "N", "C", "C", "C", "C", "C", "C", "C", "O", "H", "H", "H", "H", "H", "H", "H", "H", "H", "H", "S", "Sb", "C", "C", "C", "C", "C", "C", "C", "C", "C", "C", "C", "C", "C", "C", "C", "C", "C", "C", "H", "H", "H", "H", "H", "H", "H", "H", "H", "H", "H", "H", "H", "H", "H", "N", "C", "S", "C", "C", "C", "N", "C", "C", "H", "H", "H", "H", "H", "H"], "positions_angstrom": [[-0.317, -1.489, -1.215], [-4.437, -3.400, -1.221], [-4.423, -3.580, -2.550], [-5.558, -4.154, -3.088], [-5.638, -4.376, -4.443], [-4.582, -4.048, -5.321], [-3.459, -3.489, -4.820], [-3.341, -3.223, -3.416], [-2.171, -2.604, -2.936], [-2.072, -2.316, -1.651], [-1.172, -2.311, -3.835], [-0.155, -1.737, -3.203], [0.855, -1.349, -3.999], [2.031, -0.804, -3.531], [2.969, -0.371, -4.534], [4.153, 0.168, -4.196], [4.494, 0.271, -2.814], [3.648, -0.150, -1.825], [2.385, -0.682, -2.131], [1.643, -1.036, -1.110], [-3.620, -2.981, -0.944], [-6.367, -4.421, -2.417], [-6.544, -4.817, -4.847], [-4.673, -4.240, -6.385], [-2.632, -3.232, -5.471], [0.719, -1.508, -5.066], [2.698, -0.486, -5.580], [4.840, 0.510, -4.959], [5.460, 0.687, -2.540], [3.928, -0.108, -0.778], [-0.321, 1.225, -0.960], [1.205, 2.031, 0.634], [1.978, 3.771, -0.164], [1.031, 4.762, -0.436], [1.468, 5.999, -0.893], [2.828, 6.237, -1.071], [3.761, 5.237, -0.813], [3.343, 3.992, -0.357], [0.044, 2.581, 2.267], [0.701, 3.216, 3.326], [-0.008, 3.496, 4.486], [-1.352, 3.134, 4.588], [-1.997, 2.507, 3.526], [-1.299, 2.228, 2.353], [2.579, 0.777, 1.563], [2.020, -0.124, 2.468], [2.859, -0.952, 3.202], [4.241, -0.869, 3.042], [4.794, 0.050, 2.155], [3.965, 0.882, 1.407], [-0.031, 4.581, -0.301], [0.746, 6.777, -1.106], [3.163, 7.208, -1.416], [4.819, 5.427, -0.963], [4.080, 3.222, -0.175], [1.751, 3.494, 3.257], [0.487, 3.995, 5.315], [-1.898, 3.346, 5.503], [-3.049, 2.239, 3.607], [-1.801, 1.753, 1.521], [0.950, -0.162, 2.625], [2.434, -1.654, 3.914], [4.892, -1.514, 3.624], [5.873, 0.126, 2.047], [4.413, 1.598, 0.731], [-4.505, -2.018, 4.429], [-3.230, -2.436, 4.246], [-2.550, -3.415, 5.504], [-2.470, -2.079, 3.116], [-2.927, -1.139, 2.150], [-2.179, -0.875, 1.038], [-0.982, -1.462, 0.784], [-0.522, -2.338, 1.714], [-1.199, -2.649, 2.857], [-5.039, -2.339, 5.218], [-5.038, -1.684, 3.645], [-3.852, -0.585, 2.278], [-2.523, -0.158, 0.306], [0.438, -2.793, 1.497], [-0.756, -3.369, 3.539]], "nbo_charge": [1.277, -0.617, 0.410, -0.291, -0.064, -0.244, -0.118, -0.169, 0.565, -0.696, -0.233, -0.301, 0.177, -0.214, -0.118, -0.223, -0.074, -0.326, 0.529, -0.681, 0.510, 0.252, 0.240, 0.245, 0.246, 0.236, 0.235, 0.246, 0.234, 0.240, -0.615, 1.773, -0.330, -0.234, -0.187, -0.171, -0.184, -0.243, -0.441, -0.214, -0.194, -0.165, -0.227, -0.158, -0.315, -0.240, -0.203, -0.159, -0.204, -0.244, 0.230, 0.237, 0.237, 0.232, 0.207, 0.226, 0.236, 0.232, 0.223, 0.217, 0.226, 0.230, 0.236, 0.237, 0.215, -0.746, 0.026, 0.330, -0.113, -0.253, 0.025, -0.549, 0.034, -0.237, 0.419, 0.408, 0.226, 0.228, 0.223, 0.239], "spin_multiplicity": 6, "homo_lumo_gap_ev": [5.562, 5.454], "total_charge": 2}


5.
{"formula": "C30H29F6N5O7PbS3", "method": "ωB97M-V with the def2-TZVPD basis set", "elements": ["Pb", "O", "C", "C", "C", "C", "C", "C", "C", "N", "C", "C", "N", "C", "C", "C", "C", "C", "C", "C", "O", "H", "H", "H", "H", "H", "H", "H", "H", "H", "H", "H", "H", "H", "H", "C", "C", "N", "C", "C", "C", "S", "N", "C", "O", "C", "C", "C", "C", "C", "C", "H", "H", "H", "H", "H", "H", "H", "H", "H", "H", "H", "H", "H", "H", "H", "F", "C", "F", "F", "S", "O", "O", "N", "S", "O", "O", "C", "F", "F", "F"], "positions_angstrom": [[1.623, -1.274, -1.428], [1.446, -0.571, 0.730], [0.741, 0.378, 1.240], [1.250, 0.895, 2.530], [0.460, 1.140, 3.571], [-1.024, 0.821, 3.637], [-1.201, 2.008, 1.456], [-0.453, 0.898, 0.743], [-1.165, 0.239, -0.299], [-0.697, -0.658, -1.093], [-1.542, -1.406, -1.989], [-1.356, -2.889, -1.669], [0.053, -3.192, -1.378], [0.322, -4.425, -1.183], [1.570, -5.029, -0.780], [1.569, -6.427, -0.648], [2.670, -7.128, -0.219], [3.827, -6.404, 0.104], [3.866, -5.038, -0.009], [2.747, -4.288, -0.469], [2.849, -3.012, -0.585], [2.319, 1.061, 2.583], [0.911, 1.536, 4.474], [-1.363, 1.151, 4.625], [-2.015, 2.281, 0.773], [-2.226, 0.511, -0.393], [-1.241, -1.220, -3.023], [-2.601, -1.137, -1.884], [-1.710, -3.505, -2.500], [-1.944, -3.123, -0.776], [-0.496, -5.148, -1.299], [0.656, -6.959, -0.900], [2.646, -8.206, -0.135], [4.711, -6.931, 0.448], [4.759, -4.478, 0.236], [-2.699, -1.073, 3.879], [-1.250, -0.703, 3.598], [-1.888, 1.498, 2.653], [-2.825, 2.422, 3.295], [-3.821, 3.035, 2.325], [-0.370, 3.250, 1.640], [1.009, 3.564, 0.557], [-0.736, 4.340, 2.227], [0.072, 5.385, 2.005], [1.306, 5.001, 1.345], [0.065, 6.608, 2.687], [1.120, 7.552, 2.556], [1.082, 8.762, 3.222], [0.020, 9.111, 4.052], [-1.020, 8.186, 4.202], [-1.008, 6.974, 3.551], [-2.856, -2.151, 3.811], [-3.356, -0.583, 3.159], [-3.000, -0.753, 4.882], [-0.947, -1.083, 2.621], [-0.589, -1.170, 4.336], [-2.308, 3.229, 3.827], [-3.376, 1.832, 4.035], [-3.339, 3.765, 1.674], [-4.599, 3.561, 2.883], [-4.293, 2.263, 1.712], [1.958, 7.308, 1.916], [1.909, 9.454, 3.092], [0.000, 10.063, 4.568], [-1.859, 8.423, 4.849], [-1.825, 6.274, 3.679], [-0.868, -2.419, -7.687], [-0.515, -1.922, -6.495], [-1.593, -1.333, -5.959], [0.412, -0.987, -6.687], [0.077, -3.255, -5.363], [0.472, -2.538, -4.182], [-1.058, -4.129, -5.274], [1.225, -3.977, -6.139], [2.738, -3.529, -6.228], [3.607, -4.593, -5.828], [3.022, -2.189, -5.809], [2.935, -3.495, -8.063], [2.131, -2.593, -8.632], [2.674, -4.685, -8.612], [4.199, -3.171, -8.370]], "mulliken_charge": [1.198, -0.846, 1.447, -0.956, -0.787, -0.202, -0.929, -1.425, -0.408, -0.046, -0.702, -1.126, 0.186, -0.317, 0.585, -0.740, -0.712, -0.318, -0.685, 0.546, -0.673, 0.435, 0.358, 0.786, 1.038, 0.356, 0.118, 0.405, 0.571, 0.548, 0.236, 0.300, 0.372, 0.337, 0.412, -1.403, -0.117, 0.574, -0.602, -1.481, 0.606, -0.143, -0.258, -0.609, -0.257, 0.630, -0.737, -0.305, -0.602, -0.331, -0.533, 0.436, 0.282, 0.302, -0.049, 0.453, 0.375, 0.623, 0.271, 0.421, 0.352, 0.356, 0.328, 0.336, 0.340, 0.346, -0.242, 0.579, -0.228, -0.212, 1.122, -0.370, -0.775, -0.534, 1.037, -0.661, -0.587, 0.602, -0.233, -0.241, -0.225], "de_lowest_kcal_mol": 84.2, "homo_lumo_gap_ev": 4.355, "total_charge": -2}


In eV/Å, the F_max values for the records above are, in order, 3.8 3.7 2.9 1.4 0.2.
In Ha, the calculated total energy values for the records above are, in order, -1689.2603 -847.1100 -878.8393 -3051.7062 -3947.6977.